{"formula": "C16H60N14O14", "method": "ωB97M-V/def2-TZVPD", "fmax_ha_per_bohr": 0.21101, "de_lowest_kcal_mol": 228.2, "homo_lumo_gap_ev": 8.07, "charge": 0, "total_energy_ha": -2465.38254, "lumo_energy_ev": -0.31, "elements": ["C", "C", "O", "H", "H", "H", "H", "H", "H", "C", "C", "O", "H", "H", "H", "H", "H", "H", "C", "O", "N", "N", "H", "H", "H", "H", "C", "O", "N", "N", "H", "H", "H", "H", "C", "O", "N", "N", "H", "H", "H", "H", "C", "O", "N", "N", "H", "H", "H", "H", "C", "O", "N", "N", "H", "H", "H", "H", "C", "O", "N", "N", "H", "H", "H", "H", "C", "O", "N", "N", "H", "H", "H", "H", "C", "O", "H", "H", "H", "H", "C", "O", "H", "H", "H", "H", "C", "O", "H", "H", "H", "H", "C", "O", "H", "H", "H", "H", "C", "O", "H", "H", "H", "H"], "coordinates": [[-27.36600, 6.56200, -0.17100], [-27.51700, 5.29900, -0.91800], [-28.20700, 4.40500, -0.19600], [-26.49300, 6.92200, -0.69300], [-26.98000, 6.46400, 0.80300], [-28.27800, 7.17200, -0.11900], [-26.56600, 4.90300, -1.26800], [-28.20100, 5.49300, -1.75300], [-28.33200, 3.56500, -0.60200], [-25.93700, 3.19600, 1.61200], [-26.27200, 2.19000, 0.52700], [-25.23000, 1.28000, 0.49100], [-26.23100, 2.74700, 2.60000], [-26.39900, 4.16800, 1.49500], [-24.89900, 3.42500, 1.67300], [-26.46000, 2.61200, -0.44800], [-27.16600, 1.58200, 0.80500], [-25.50800, 0.58500, -0.09900], [-28.80000, 3.95400, 3.11600], [-28.26700, 3.79300, 4.44000], [-29.68400, 3.10200, 2.59900], [-28.66700, 5.02700, 2.38900], [-29.68400, 2.17400, 3.11800], [-29.69100, 2.96200, 1.59900], [-27.80700, 5.46600, 2.73800], [-28.65900, 4.92500, 1.30500], [-22.52500, 2.08100, 2.61300], [-22.31500, 3.17200, 1.76900], [-21.74300, 1.76900, 3.58700], [-23.45500, 1.25200, 2.46500], [-20.93100, 2.35000, 3.80100], [-21.97600, 0.96100, 4.14900], [-24.16800, 1.46100, 1.73500], [-23.53600, 0.41600, 3.05800], [-29.02100, 1.67400, -1.28800], [-28.56400, 0.41500, -1.22800], [-28.63600, 2.53200, -2.16700], [-29.92400, 2.18200, -0.50500], [-27.76400, 2.29800, -2.64900], [-29.23500, 3.35700, -2.44400], [-30.37500, 1.52000, 0.15800], [-30.29400, 3.11400, -0.67700], [-28.85500, 0.25700, 3.07100], [-27.56400, 0.59500, 3.33300], [-29.80600, 0.71800, 3.82800], [-29.29700, -0.30200, 1.95700], [-29.41900, 1.06000, 4.80400], [-30.78000, 0.31600, 3.91500], [-28.55300, -0.76600, 1.30300], [-30.21600, -0.34100, 1.53600], [-21.49800, -0.16800, -0.71700], [-20.93200, 0.12400, -1.92900], [-22.13400, 0.65700, 0.04600], [-21.54500, -1.38300, -0.28900], [-22.01600, 1.64800, -0.25200], [-22.58100, 0.50800, 0.98600], [-21.09400, -2.09100, -0.86200], [-21.69500, -1.56900, 0.71700], [-25.68200, -1.90900, 2.90100], [-25.62000, -1.42500, 4.18600], [-25.54300, -1.21000, 1.83500], [-25.96900, -3.14100, 2.67200], [-25.50800, -0.19500, 2.02800], [-26.31800, -1.45500, 1.13200], [-26.14700, -3.83800, 3.38800], [-26.01000, -3.54200, 1.76600], [-24.51900, -3.31600, -0.54000], [-25.54000, -4.07500, 0.04400], [-23.88300, -3.74900, -1.59200], [-24.06500, -2.14100, -0.20300], [-24.35500, -4.61100, -1.91900], [-23.40500, -3.14800, -2.23400], [-24.56900, -1.80600, 0.64200], [-23.16300, -1.72000, -0.54300], [-25.23200, 1.84000, 5.00800], [-25.25000, 1.39700, 6.35300], [-24.37900, 2.53000, 4.95100], [-26.14500, 2.37600, 4.73800], [-25.15000, 0.94900, 4.48200], [-25.95500, 0.79500, 6.39500], [-23.58100, 3.14600, -1.46100], [-22.94100, 4.22900, -2.09900], [-23.10400, 2.26200, -1.89000], [-24.67300, 3.07100, -1.60300], [-23.52900, 3.23300, -0.37300], [-22.03700, 4.27600, -1.75400], [-25.13500, 5.41100, 3.90600], [-26.26300, 6.11800, 3.54100], [-24.48800, 5.31800, 2.99200], [-25.31600, 4.40400, 4.38800], [-24.55500, 6.01500, 4.63900], [-25.94600, 7.00700, 3.24100], [-26.30600, -1.07000, -2.66800], [-25.68800, -0.50000, -1.59300], [-25.62300, -1.71800, -3.30200], [-26.78300, -0.25200, -3.21900], [-27.08400, -1.74700, -2.28000], [-25.03700, -1.14400, -1.26100], [-23.96300, 5.96100, 0.09200], [-23.90000, 6.62100, -1.16400], [-24.69500, 5.19500, 0.10100], [-24.18300, 6.63700, 0.94500], [-23.02400, 5.43500, 0.23600], [-23.75100, 6.08600, -1.91100]], "lowdin_charge": [-0.06, -0.35, -0.14, 0.08, 0.04, 0.11, 0.11, 0.12, 0.00, -0.04, -0.28, -0.12, 0.09, 0.05, 0.04, 0.08, 0.11, 0.05, -0.58, -0.16, 0.14, 0.14, 0.04, 0.05, 0.06, 0.10, -0.67, -0.13, 0.19, 0.14, 0.14, 0.13, 0.08, 0.13, -0.68, -0.06, 0.16, 0.16, 0.15, 0.17, 0.13, 0.13, -0.63, -0.05, 0.09, 0.16, 0.20, 0.16, 0.15, 0.11, -0.65, -0.11, 0.19, 0.11, 0.11, 0.10, 0.14, 0.15, -0.64, -0.10, 0.12, 0.19, 0.10, 0.17, 0.14, 0.04, -0.58, -0.13, 0.17, 0.12, 0.14, 0.12, 0.06, 0.08, -0.18, -0.09, 0.08, 0.05, 0.01, 0.04, -0.16, -0.12, 0.08, 0.08, 0.05, 0.11, -0.17, -0.15, 0.08, 0.08, 0.09, 0.12, -0.19, -0.16, 0.10, 0.07, 0.08, 0.02, -0.15, -0.11, 0.03, 0.10, 0.07, 0.03]}